DFT (ωB97M-V/def2-TZVPD) results for 2 unconnected molecules or ions with the total composition C8H11N4S in a non-equilibrium geometry.

Structure (XYZ):
```
24
Properties=species:S:1:pos:R:3:mulliken_charge:R:1
C -1.133 1.603 -0.350 -0.545
C -1.331 0.958 0.776 -0.728
C -0.771 0.926 -1.496 -0.520
C -0.998 -0.378 0.882 -0.239
C -0.404 -0.362 -1.397 -0.249
C -0.491 -1.045 -0.189 0.336
C 1.979 0.444 1.142 0.641
C -0.171 -2.529 -0.133 -1.635
N 1.892 -0.888 1.180 -0.207
N 2.680 -0.735 -0.793 0.136
N 1.814 1.233 2.198 -0.304
N 2.212 -1.602 0.137 -0.270
S 2.516 0.860 -0.513 0.163
H -1.276 2.620 -0.494 0.524
H -1.513 1.441 1.671 0.548
H -0.832 1.334 -2.510 0.389
H -1.228 -0.876 1.795 0.465
H 0.070 -0.884 -2.209 0.464
H 0.517 -2.937 -0.946 0.300
H 0.346 -2.787 0.696 0.544
H 3.152 -1.067 -1.620 0.254
H 1.687 1.098 3.137 0.225
H 1.578 2.197 1.988 0.243
H -1.083 -3.040 -0.021 0.463
```

Summary:
M: 195.3 g/mol
charge: +1
HOMO energy: -12.57 eV
2S+1: 1
Kohn-Sham gap: 7.13 eV

---

DFT (ωB97M-V/def2-TZVPD) results for 2 unconnected molecules or ions with the total composition C2H2ClI in a non-equilibrium geometry.

Structure (XYZ):
```
6
Properties=species:S:1:pos:R:3:mulliken_charge:R:1
C -0.570 0.826 -0.624 -0.157
C 0.264 -0.973 0.525 -0.459
Cl -1.743 1.535 0.316 -0.059
I 2.267 -1.204 0.023 0.083
H -0.600 0.600 -1.772 0.305
H 0.381 -0.784 1.532 0.286
```

Summary:
M: 188.4 g/mol
HOMO energy (alpha / beta): -8.72 / -8.47 eV
2S+1: 1
Kohn-Sham gap (alpha / beta): 7.29 / 7.69 eV

---

DFT (ωB97M-V/def2-TZVPD) results for a molecular structure, C41H27Co2F3NO7PS in a non-equilibrium geometry.

Structure (XYZ):
```
83
Properties=species:S:1:pos:R:3:mulliken_charge:R:1
F 1.012 4.311 3.578 -0.295
C 0.664 3.312 2.745 0.707
F -0.083 3.838 1.750 -0.189
F 1.817 2.793 2.236 -0.194
S -0.379 2.004 3.662 1.193
C 0.564 0.506 3.665 -0.719
C 1.324 0.089 4.804 0.498
C 2.490 -0.695 4.584 -0.327
C 3.252 -1.166 5.636 -0.903
C 2.918 -0.842 6.955 0.574
C 3.757 -1.293 8.032 0.085
N 4.414 -1.678 8.923 -0.715
C 1.774 -0.069 7.203 -0.959
C 0.969 0.354 6.157 -0.383
O -0.518 2.553 4.992 -0.838
O -1.576 1.786 2.888 -0.607
H 1.008 0.388 2.678 0.451
H 2.788 -0.900 3.555 0.377
H 4.126 -1.788 5.449 0.426
H 1.522 0.207 8.231 0.379
H 0.058 0.915 6.363 0.464
O 3.218 -2.141 1.229 -0.480
C 2.281 -1.690 0.708 -0.486
Co 0.871 -1.058 -0.081 0.353
C 0.286 0.595 0.265 -0.780
O 0.089 1.549 0.911 0.009
C 1.975 -0.603 -1.384 0.691
O 2.861 -0.326 -2.081 -0.518
C -0.728 -1.954 0.083 0.358
C -0.196 -1.662 1.310 -0.548
C -0.113 -1.746 2.668 -0.138
C -1.254 -1.575 3.551 0.497
C -1.222 -2.057 4.882 -0.820
C -2.032 -1.476 5.843 -0.454
C -2.971 -0.501 5.478 -0.480
C -3.129 -0.162 4.132 -0.255
C -2.334 -0.761 3.159 -0.295
Co -1.242 -0.567 -1.239 1.368
C -2.245 0.713 -0.654 0.036
O -2.901 1.604 -0.308 -0.480
C -2.510 -1.576 -1.859 -0.460
O -3.383 -2.233 -2.250 -0.549
P -0.515 0.029 -3.136 1.636
C 0.545 1.497 -3.406 0.261
C 0.866 1.939 -4.698 -0.613
C 1.664 3.075 -4.877 -0.745
C 2.084 3.824 -3.771 -0.505
C 1.717 3.420 -2.484 -0.704
C 0.965 2.260 -2.318 -0.376
C 0.390 -1.344 -3.987 0.051
C 1.614 -1.149 -4.638 -0.518
C 2.242 -2.217 -5.281 -0.702
C 1.655 -3.484 -5.274 -0.624
C 0.434 -3.684 -4.627 -0.712
C -0.194 -2.619 -3.976 -0.283
C -1.811 0.418 -4.390 0.507
C -1.940 -0.279 -5.599 -0.129
C -2.900 0.110 -6.540 -0.676
C -3.735 1.199 -6.279 -0.482
C -3.604 1.907 -5.078 -0.778
C -2.649 1.515 -4.136 -0.546
H -1.073 -2.955 -0.217 0.664
H 0.808 -2.162 3.093 0.718
H -0.479 -2.820 5.132 0.301
H -1.941 -1.780 6.888 0.352
H -3.576 -0.001 6.239 0.310
H -3.866 0.583 3.832 0.293
H -2.467 -0.559 2.091 0.050
H 0.505 1.386 -5.566 0.562
H 1.951 3.377 -5.887 0.367
H 2.693 4.722 -3.907 0.357
H 2.021 3.993 -1.603 0.467
H 0.698 1.964 -1.310 0.321
H 2.067 -0.159 -4.676 0.455
H 3.188 -2.044 -5.789 0.390
H 2.150 -4.317 -5.773 0.340
H -0.051 -4.662 -4.627 0.415
H -1.151 -2.778 -3.476 0.221
H -1.281 -1.116 -5.824 0.278
H -2.980 -0.441 -7.480 0.387
H -4.487 1.499 -7.011 0.346
H -4.240 2.770 -4.877 0.384
H -2.535 2.082 -3.209 0.363
```

Summary:
M: 883.6 g/mol
charge: -2
HOMO energy: -1.23 eV
2S+1: 1
Kohn-Sham gap: 5.11 eV

---

DFT (ωB97M-V/def2-TZVPD) results for 12 unconnected molecules or ions with the total composition C30H76N12O24 in a non-equilibrium geometry.

Structure (XYZ):
```
142
Properties=species:S:1:pos:R:3:mulliken_charge:R:1
C 5.002 5.915 3.987 -1.572
N 3.528 5.465 3.708 2.633
C 3.411 4.156 4.470 -2.025
C 2.456 6.417 4.344 -2.360
C 3.388 5.312 2.159 -1.043
C 2.016 4.695 1.709 -0.738
O 1.556 3.590 2.386 0.802
H 5.619 5.366 3.275 0.167
H 5.253 5.776 5.039 0.649
H 5.156 6.953 3.695 0.218
H 3.735 4.296 5.501 0.580
H 3.895 3.345 3.927 0.313
H 2.360 3.868 4.508 0.133
H 2.586 7.456 4.042 0.178
H 2.478 6.327 5.430 0.419
H 1.588 6.035 3.807 0.323
H 4.225 4.725 1.781 0.448
H 3.496 6.343 1.821 0.367
H 2.015 4.614 0.622 0.264
H 1.219 5.419 1.880 0.508
H 2.052 2.785 2.218 0.326
C 0.349 0.535 -2.704 -0.192
N -0.216 0.072 -1.298 1.227
C -1.727 -0.333 -1.507 -0.546
C 0.433 -1.323 -0.972 0.181
C 0.101 1.082 -0.202 0.395
C -0.620 2.462 -0.347 -0.767
O -1.946 2.332 -0.013 0.065
H -0.227 1.452 -2.828 0.570
H 0.098 -0.234 -3.435 -0.345
H 1.383 0.849 -2.557 -0.104
H -2.193 -0.446 -0.528 -0.180
H -1.859 -1.273 -2.043 0.432
H -2.147 0.458 -2.129 0.115
H 0.147 -1.590 0.045 -0.489
H 1.522 -1.261 -0.982 0.522
H 0.027 -2.029 -1.696 -0.253
H 1.182 1.171 -0.310 -0.013
H -0.191 0.602 0.733 -0.383
H -0.562 2.997 -1.295 0.410
H -0.177 3.165 0.359 0.389
H -2.499 3.056 -0.315 -0.190
C 0.591 -5.640 3.395 -1.532
C 0.215 -4.368 2.661 0.706
C -0.417 -3.294 3.523 -1.301
O -0.673 -2.116 2.740 0.320
C -1.844 -2.086 1.920 -0.171
N 1.503 -3.718 2.107 0.310
H 1.955 -4.337 1.449 0.330
H 1.244 -2.880 1.605 -0.260
H 2.131 -3.470 2.858 0.418
H 1.272 -5.475 4.230 0.343
H 0.915 -6.338 2.624 0.414
H -0.363 -5.889 3.859 0.359
H -0.379 -4.611 1.780 0.208
H 0.258 -2.940 4.302 0.243
H -1.216 -3.688 4.151 0.537
H -2.765 -2.412 2.403 0.407
H -1.738 -2.601 0.965 0.452
H -2.008 -1.031 1.699 -0.615
C -1.898 -4.934 -3.730 -1.540
C -0.634 -4.977 -4.613 -0.219
C 0.003 -3.614 -4.818 0.032
N 1.383 -3.669 -5.539 0.594
C 2.445 -4.278 -4.632 -0.815
C 1.704 -2.167 -5.934 -0.247
C 2.742 -2.369 -7.047 -0.792
C 2.273 -3.591 -7.863 -0.604
C 1.340 -4.320 -6.924 -0.767
H -2.523 -4.092 -4.028 0.380
H -1.720 -4.803 -2.663 0.262
H -2.423 -5.881 -3.858 0.476
H -0.831 -5.360 -5.614 0.362
H -0.018 -5.757 -4.164 0.215
H 0.114 -3.186 -3.822 -0.482
H -0.584 -2.940 -5.442 0.524
H 2.082 -5.195 -4.168 0.304
H 2.656 -3.582 -3.820 0.156
H 3.340 -4.432 -5.235 0.428
H 1.942 -1.574 -5.051 0.045
H 0.830 -1.719 -6.408 0.390
H 3.740 -2.490 -6.625 0.320
H 2.881 -1.496 -7.684 0.545
H 3.162 -4.137 -8.179 0.306
H 1.634 -3.279 -8.689 0.326
H 1.547 -5.369 -6.711 0.414
H 0.321 -4.149 -7.270 0.387
C -6.024 1.823 1.538 -1.372
C -5.366 1.480 2.833 -0.203
C -4.350 2.479 3.417 -0.695
N -3.182 1.870 4.308 1.787
C -3.757 1.116 5.518 -1.333
C -2.262 0.900 3.537 -0.696
C -0.819 1.198 4.040 0.478
C -0.841 2.258 5.113 -0.955
C -2.101 2.995 4.764 -1.450
H -5.344 2.119 0.739 0.230
H -6.740 2.638 1.648 0.412
H -6.661 0.993 1.235 0.384
H -4.816 0.539 2.798 0.193
H -6.139 1.328 3.586 0.265
H -4.835 3.318 3.916 0.528
H -3.692 2.963 2.696 0.237
H -4.724 0.633 5.379 0.258
H -3.914 1.861 6.298 0.381
H -3.099 0.374 5.971 0.337
H -2.481 -0.153 3.709 0.327
H -2.290 1.120 2.469 -0.160
H -0.243 0.318 4.325 0.205
H -0.251 1.434 3.141 -0.578
H -0.948 1.889 6.133 0.480
H 0.070 2.853 5.063 0.624
H -2.496 3.579 5.596 0.670
H -1.901 3.668 3.931 0.180
N 4.420 -0.601 -3.420 0.868
O 5.317 -0.364 -2.602 -0.676
O 4.675 -0.772 -4.561 -0.708
O 3.256 -0.636 -3.060 -0.488
N -2.212 0.357 -4.831 0.933
O -1.626 1.368 -5.423 -0.744
O -3.382 0.437 -4.504 -0.656
O -1.692 -0.728 -4.903 -0.498
N 3.699 3.325 -1.963 0.889
O 2.538 3.241 -1.623 -0.541
O 4.002 4.166 -2.785 -0.751
O 4.481 2.438 -1.576 -0.588
N 1.347 -5.503 -0.770 0.961
O 1.637 -4.337 -0.856 -0.555
O 1.563 -6.229 0.224 -0.720
O 0.960 -6.074 -1.749 -0.677
N -3.784 5.166 -0.989 0.960
O -4.276 6.291 -1.014 -0.742
O -4.248 4.337 -0.194 -0.593
O -2.869 4.839 -1.714 -0.625
N -4.823 -2.379 -1.114 0.892
O -3.764 -2.900 -1.458 -0.503
O -4.923 -1.190 -1.010 -0.585
O -5.798 -3.145 -0.973 -0.771
N 3.141 0.240 1.261 0.895
O 2.528 -0.772 1.427 -0.622
O 2.770 1.197 1.899 -0.851
O 4.166 0.290 0.556 -0.636
```

Summary:
M: 989.0 g/mol
charge: -3
expectation value of S²: 0.750
HOMO energy (alpha / beta): 2.07 / -0.34 eV
2S+1: 2
Kohn-Sham gap (alpha / beta): 2.02 / 4.49 eV

---

DFT (ωB97M-V/def2-TZVPD) results for a gas-phase ion, C7H5N4O2S (charge -1) in a non-equilibrium geometry.

Structure (XYZ):
```
19
Properties=species:S:1:pos:R:3:mulliken_charge:R:1
C 0.407 1.267 -0.373 -0.538
C -0.590 0.583 -1.111 -0.495
C 1.143 0.578 0.631 -0.327
C -0.813 -0.768 -0.828 -0.150
C 0.819 -0.701 0.935 -0.253
C -0.086 -1.414 0.152 0.354
C -2.052 -6.077 0.182 -0.086
N -0.406 -3.308 1.289 0.042
N -1.309 -5.249 0.604 0.430
N -0.865 -4.457 1.515 -0.879
N -0.188 -2.748 0.171 -0.304
O -4.017 -5.161 1.536 -0.528
O -4.356 -5.053 -0.896 -0.517
S -4.037 -5.891 0.253 0.566
H 0.598 2.197 -0.706 0.465
H -0.993 0.755 -2.053 0.346
H 2.022 1.107 1.089 0.268
H -1.554 -1.399 -1.515 0.227
H 1.397 -1.304 1.620 0.378
```

Summary:
M: 209.2 g/mol
charge: -1
HOMO energy (alpha / beta): -4.46 / -4.46 eV
2S+1: 1
SMILES: O=S(=O)=C=N[N-]/N=N/c1ccccc1
Kohn-Sham gap (alpha / beta): 7.29 / 7.29 eV

---

DFT (ωB97M-V/def2-TZVPD) results for a molecular structure, C2CuF6NO3S2 in a non-equilibrium geometry.

Structure (XYZ):
```
15
Properties=species:S:1:pos:R:3:mulliken_charge:R:1
O 1.821 3.390 -0.165 -0.220
Cu 0.692 2.036 0.254 0.413
N -0.093 -1.062 -0.336 -0.402
S 1.162 -0.172 -1.025 -0.084
C 2.589 -0.825 -0.068 0.807
F 2.793 -2.108 -0.334 -0.219
F 2.430 -0.704 1.245 -0.219
F 3.661 -0.134 -0.441 -0.209
S -1.113 -0.331 0.612 1.239
O -0.732 1.082 0.979 -0.531
O -1.573 -1.155 1.718 -0.607
C -2.639 -0.052 -0.426 0.688
F -2.343 0.728 -1.452 -0.242
F -3.080 -1.215 -0.869 -0.212
F -3.575 0.523 0.308 -0.203
```

Summary:
M: 327.7 g/mol
expectation value of S²: 2.016
HOMO energy (alpha / beta): -10.57 / -10.58 eV
2S+1: 3
Kohn-Sham gap (alpha / beta): 10.47 / 7.17 eV

---

DFT (ωB97M-V/def2-TZVPD) results for a single C2H5NSi molecule in a non-equilibrium geometry.

Structure (XYZ):
```
9
Properties=species:S:1:pos:R:3:mulliken_charge:R:1
C -1.306 1.080 -2.074 -0.209
C -0.337 0.715 -1.432 -0.249
N -0.017 -0.273 1.522 -0.499
Si 0.588 -0.403 -0.113 0.468
H -1.902 1.208 -3.004 0.269
H -1.029 -0.490 1.579 0.239
H 0.556 0.005 2.325 0.233
H 0.247 -1.596 -0.787 -0.120
H 2.043 -0.252 -0.127 -0.130
```

Summary:
M: 71.2 g/mol
expectation value of S²: 2.004
HOMO energy (alpha / beta): -5.42 / -9.91 eV
2S+1: 3
Kohn-Sham gap (alpha / beta): 6.33 / 7.19 eV

---

DFT (ωB97M-V/def2-TZVPD) results for a molecular structure, C10H11CaCl2NO2 in a non-equilibrium geometry.

Structure (XYZ):
```
27
Properties=species:S:1:pos:R:3:mulliken_charge:R:1
C 1.644 -1.329 -1.772 -0.242
C 0.240 -1.252 -2.027 -0.749
C -0.442 -1.948 -0.980 -0.600
C 0.544 -2.448 -0.069 -0.740
C 1.834 -2.064 -0.558 -0.286
Ca 0.612 -0.052 0.086 1.228
C -0.837 1.631 -0.880 -0.928
C 0.301 2.007 -1.444 0.380
C 1.254 2.536 -2.180 -0.890
N 2.155 1.035 0.377 -0.764
H -1.522 -2.062 -0.879 0.312
H -0.225 -0.737 -2.863 0.422
H 0.345 -2.993 0.852 0.396
H 2.785 -2.251 -0.065 0.242
H 2.427 -0.863 -2.367 0.203
H -1.515 0.910 -1.375 0.280
H 3.007 1.562 0.393 -0.246
H -1.187 2.059 0.076 0.331
H 1.014 3.332 -2.894 0.314
H 2.303 2.203 -2.115 0.326
Cl -3.230 -1.608 2.994 -0.207
C -2.619 0.021 3.302 0.067
Cl -2.032 0.146 4.963 -0.214
C -1.425 0.401 2.324 0.531
O -0.934 1.512 2.450 -0.650
O -1.070 -0.495 1.509 -0.772
H -3.428 0.748 3.143 0.256
```

Summary:
M: 288.2 g/mol
charge: -2
HOMO energy (alpha / beta): 1.55 / 1.55 eV
2S+1: 1
Kohn-Sham gap (alpha / beta): 3.32 / 3.32 eV